This record from the Open Molecules 2025 dataset describes a cluster of 2 separate species, C4H11N3O2 in total. The level of theory is ωB97M-V/def2-TZVPD.

```
20
Properties=species:S:1:pos:R:3:nbo_charge:R:1
H 2.0635 -2.3035 -2.0908 0.340
N 1.1147 -2.6147 -1.9672 -0.778
C 0.5589 -2.4689 -0.8421 0.577
N -0.7603 -2.7982 -0.6570 -0.834
N 1.1909 -2.0027 0.3163 -0.644
C 0.6164 -0.8630 1.0226 -0.402
H -1.0645 -2.6900 0.2971 0.376
H -1.2532 -3.5275 -1.1558 0.407
H 2.1737 -1.8970 0.1171 0.372
H 0.7363 0.0428 0.4332 0.174
H 1.1000 -0.7984 1.9924 0.209
H -0.4446 -0.9872 1.1547 0.203
C -0.4278 3.5691 -0.0264 -0.747
C -0.7643 2.3896 0.8251 0.789
O -0.5795 2.2429 1.9932 -0.550
O -1.4921 1.4308 0.1744 -0.699
H -0.0118 4.3883 0.5486 0.247
H -1.3208 3.9627 -0.5224 0.234
H 0.2449 3.3161 -0.8482 0.239
H -1.6802 1.6087 -0.7648 0.488
```

HOMO energy (eV): -8.74
2S+1: 1
Energy (eV): -12891.7598
SMILES string: [H]/N=C(/N)NC.CC(=O)O
ΔE to the lowest compared entry with this formula, charge and spin (kJ/mol): 103.25
Frontier orbital gap (eV): 9.22
F_max (eV Å⁻¹): 1.41
Charge: 0